{
  "formula": "C32H32BrN4O2Re",
  "method": "ωB97M-V with the def2-TZVPD basis set",
  "max_force_ev_per_a": 1.5,
  "charge": 3,
  "e_tot_ha": -4259.31964,
  "s_squared": 3.824,
  "multiplicity": 4,
  "symbols": ["Re", "C", "C", "C", "C", "C", "C", "C", "C", "C", "C", "H", "H", "H", "H", "H", "H", "H", "H", "H", "H", "H", "H", "H", "H", "O", "C", "C", "C", "C", "C", "C", "C", "O", "N", "N", "C", "C", "Br", "C", "C", "C", "C", "C", "C", "C", "H", "H", "H", "H", "H", "H", "H", "H", "H", "H", "H", "H", "H", "H", "N", "C", "C", "C", "C", "N", "C", "C", "H", "H", "H", "H"],
  "xyz": [[-0.114618, -0.138015, -0.348129], [-0.025812, -3.318767, 1.881165], [-1.372881, -2.598525, 1.960314], [-2.485505, -3.535445, 2.449062], [-1.759057, -2.002042, 0.627527], [-2.197453, -0.663403, 0.517178], [-2.530483, -0.116093, -0.745973], [-2.608422, -0.940741, -1.887130], [-3.048543, -0.397218, -3.202230], [-2.304256, -2.303523, -1.737013], [-1.860310, -2.805669, -0.531194], [0.274267, -3.662488, 2.870181], [0.766739, -2.659801, 1.503274], [-0.071313, -4.198221, 1.235532], [-1.284129, -1.774091, 2.674316], [-2.613771, -4.380243, 1.770024], [-3.439984, -3.016416, 2.535086], [-2.227093, -3.933722, 3.429254], [-2.372742, -0.088124, 1.420449], [-2.917526, 0.893938, -0.808306], [-2.987219, 0.688725, -3.240949], [-4.093763, -0.675893, -3.368587], [-2.470659, -0.827346, -4.019801], [-2.396755, -2.961666, -2.592050], [-1.606870, -3.857185, -0.459748], [0.865035, -4.021649, -1.551758], [1.520312, -3.818167, -2.699448], [1.794205, -4.948768, -3.484712], [2.468861, -4.801480, -4.673767], [2.877202, -3.534378, -5.101987], [2.600613, -2.409880, -4.321136], [1.929527, -2.529452, -3.119565], [1.669142, -1.314842, -2.280331], [0.296658, -1.195159, -1.911954], [2.396348, -1.406075, -1.010215], [1.897773, -0.474785, -0.084753], [2.672656, -0.048513, 0.876284], [2.205466, 0.691143, 1.978542], [0.279853, 0.883584, 2.031139], [2.898164, 1.282310, 3.003194], [4.267495, 1.145974, 3.377614], [4.813700, 2.191089, 4.152192], [6.141229, 2.163887, 4.525786], [6.928638, 1.073238, 4.176719], [6.389522, -0.000206, 3.461877], [5.075073, 0.032165, 3.061082], [0.713470, -3.177378, -1.104497], [1.466085, -5.916537, -3.128970], [2.683602, -5.669770, -5.281801], [3.404629, -3.422132, -6.039295], [2.914093, -1.432036, -4.668423], [1.946618, -0.430846, -2.866179], [3.408406, -1.378144, -1.103123], [3.735097, -0.264689, 0.824769], [2.326798, 1.971539, 3.619934], [4.188584, 3.028752, 4.436407], [6.560191, 2.975776, 5.103472], [7.964056, 1.038015, 4.489286], [7.001327, -0.866608, 3.252158], [4.648467, -0.842969, 2.587943], [0.701720, 6.784585, -3.010322], [0.590995, 5.719005, -2.597887], [0.455527, 4.390973, -2.079199], [-0.594021, 4.065645, -1.220971], [-0.689945, 2.778487, -0.747744], [0.193880, 1.810836, -1.078018], [1.216865, 2.137957, -1.892729], [1.377268, 3.401445, -2.413381], [-1.325765, 4.805530, -0.927710], [-1.491601, 2.503932, -0.076727], [1.930032, 1.361898, -2.119616], [2.211530, 3.615596, -3.066607]],
  "forces_ev_per_angstrom": [[0.0014, -0.4421, -0.5345], [0.0020, -0.0138, -0.0163], [0.0351, 0.0114, 0.0123], [-0.0292, -0.0096, -0.0338], [0.0759, -0.0270, 0.1419], [0.0226, 0.0463, 0.0056], [0.1129, 0.1220, 0.0861], [-0.0524, -0.0254, -0.1898], [0.0593, 0.0140, 0.0356], [-0.0149, -0.0415, -0.0040], [-0.0181, -0.1065, -0.0629], [-0.0130, -0.0006, 0.0002], [0.0073, -0.0093, 0.0025], [0.0204, 0.0240, -0.0135], [-0.0278, 0.0158, 0.0061], [0.0057, -0.0036, 0.0087], [-0.0065, -0.0038, 0.0048], [0.0090, 0.0093, -0.0052], [0.0077, 0.0198, 0.0135], [-0.0211, -0.0016, -0.0042], [-0.0122, 0.0027, 0.0050], [-0.0125, -0.0206, 0.0052], [0.0012, -0.0134, 0.0013], [0.0201, -0.0071, 0.0026], [0.0366, 0.0122, -0.0285], [-0.7656, 0.0878, 1.1998], [0.7899, 0.0914, -1.2771], [-0.2859, 0.6171, 0.6448], [0.2402, 0.4923, -0.3147], [-0.0954, 0.2924, 0.2603], [0.3630, -0.5031, -0.8998], [-0.4270, -0.6481, 0.6392], [0.4406, -0.6116, -0.5289], [-0.3588, 0.8429, 0.7994], [-0.2083, 0.2834, 0.1082], [-0.2490, -0.2255, -0.2782], [-0.0241, 0.2179, 0.4624], [0.0111, -0.2805, -0.3207], [0.1122, 0.0511, 0.0050], [0.2850, 0.1062, 0.2800], [-0.2729, -0.0058, -0.0893], [0.0754, 0.0890, 0.1037], [-0.0738, 0.0552, 0.0042], [0.0177, 0.0124, 0.0105], [-0.0723, -0.0622, -0.0563], [0.1092, -0.0861, -0.0350], [0.1611, -0.3255, -0.0893], [0.0056, 0.0176, 0.0064], [0.0022, 0.0060, -0.0036], [-0.0160, 0.0097, 0.0338], [0.0185, 0.0159, -0.0248], [-0.0063, 0.0220, 0.0539], [-0.0022, -0.0559, -0.0298], [0.0011, 0.0162, -0.0196], [0.0158, 0.0295, -0.0072], [0.0048, 0.0020, 0.0014], [-0.0015, 0.0019, -0.0015], [0.0039, -0.0006, 0.0016], [-0.0032, -0.0014, -0.0003], [0.0043, -0.0038, 0.0022], [0.0044, 0.0123, -0.0049], [-0.0121, -0.0411, 0.0237], [0.0299, 0.0459, -0.0464], [-0.0593, -0.0661, 0.0415], [-0.0780, 0.0683, 0.0262], [0.0089, -0.0697, -0.0887], [0.1122, -0.0293, -0.0493], [-0.0022, -0.0237, 0.0141], [-0.0064, -0.0013, 0.0033], [-0.0124, 0.0181, 0.0194], [-0.0005, -0.0042, -0.0146], [0.0066, -0.0108, -0.0036]],
  "lowdin_spin": [2.161, 0.006, 0.011, 0.008, 0.077, -0.008, -0.003, 0.031, 0.003, 0.089, -0.003, 0.001, 0.001, 0.000, 0.000, 0.000, 0.000, 0.002, 0.005, 0.003, 0.000, 0.001, 0.000, 0.004, -0.001, 0.002, 0.000, 0.000, -0.001, 0.000, -0.001, 0.000, 0.017, 0.242, -0.002, -0.010, 0.035, 0.029, 0.062, 0.039, 0.022, 0.028, 0.000, 0.046, 0.004, 0.022, 0.000, 0.000, 0.000, 0.000, 0.000, 0.005, -0.002, 0.000, 0.001, 0.001, -0.001, 0.002, 0.000, 0.000, 0.010, 0.001, 0.015, -0.003, 0.019, 0.013, 0.017, -0.002, -0.001, 0.004, 0.001, 0.000]
}